Density functional theory data (ωB97M-V/def2-TZVPD) for a 2-piece molecular cluster, C5H8O overall.

Structure (ORCA input):
```
! wB97M-V def2-TZVPD RIJCOSX def2/J DEFGRID3
* xyz 0 1
C 1.4962 0.3899 -0.8065
C 0.8788 1.2743 0.2479
C -0.3914 1.1386 0.6100
O -1.2342 0.1710 0.1251
C -0.6248 -0.8609 -0.5436
C 0.6319 -0.8352 -0.9714
H 1.5769 0.9327 -1.7613
H 2.5219 0.1120 -0.5336
H 1.4737 2.0470 0.7255
H -0.8992 1.7592 1.3406
H -2.4278 -1.0285 1.7369
H -1.3006 -1.7028 -0.6520
H -2.7365 -1.6759 1.9350
H 1.0350 -1.7215 -1.4527
*
```

Its structure (SMILES) is C1=COC=CC1.[H][H]. The calculation puts the electronic energy at -270.473869 hartree. The max |F| is 0.2 eV/A. The value obtained for the highest occupied orbital energy is -8.45 eV. The calculation puts the energy relative to the best compared isomer or geometry (same formula, charge and spin) at 2.286 eV. The calculation puts the gap between HOMO and LUMO at 9.54 eV.


Density functional theory data (ωB97M-V/def2-TZVPD) for a 2-piece molecular cluster, C5H8O overall.

Structure (ORCA input):
```
! wB97M-V def2-TZVPD RIJCOSX def2/J DEFGRID3
* xyz 0 1
O 1.1270 -1.8656 1.3232
C 0.5151 -0.9576 0.8177
C 0.6931 0.5306 1.1330
C -0.3087 1.1989 0.2292
C -0.9379 0.3215 -0.5561
C -0.5799 -1.1000 -0.2398
H 0.4837 0.7097 2.1917
H 1.7463 0.8108 0.9722
H -0.4509 2.2731 0.1713
H 0.4946 0.7220 -1.6551
H 0.4785 0.2581 -2.2577
H -1.6334 0.5660 -1.3556
H -1.4638 -1.5528 0.2176
H -0.2585 -1.7623 -1.0577
*
```

Its structure (SMILES) is O=C1CC=CC1.[H][H]. The calculation puts the electronic energy at -270.472127 hartree. The max |F| is 1.7 eV/A. The value obtained for the highest occupied orbital energy is -9.31 eV. The calculation puts the energy relative to the best compared isomer or geometry (same formula, charge and spin) at 2.334 eV. The calculation puts the gap between HOMO and LUMO at 10.41 eV.